1.
Computed, not measured: 2 unconnected molecules or ions with the total composition C9H22N5O2 at a distorted geometry, with ωB97M-V/def2-TZVPD.

Geometry as XYZ:
```
38
Properties=species:S:1:pos:R:3:forces:R:3:lowdin_charge:R:1
C 1.915000 1.654558 1.861102 0.591 0.356 0.232 -0.016
N 2.434294 1.512348 0.491812 -1.132 -0.721 -0.390 -0.118
C 1.882901 2.436374 -0.491188 0.254 0.299 0.108 -0.044
C 2.795055 0.242095 0.144012 0.474 0.258 -0.045 -0.465
O 3.426733 -0.478844 0.890102 -0.361 -0.286 0.301 0.084
C 2.380026 -0.362057 -1.210796 0.286 0.114 -0.218 -0.042
N 0.985686 -0.124031 -1.554521 0.019 -0.310 -0.104 0.135
C 0.006210 -0.546233 -0.800573 -0.113 -0.138 -0.505 -0.344
N 0.124949 -1.235519 0.321118 0.159 0.592 0.577 0.163
C -1.092994 -1.024110 1.141985 -0.001 -0.212 0.062 -0.061
C -1.863213 -0.012299 0.272072 -0.149 0.063 -0.172 -0.271
C -3.392771 0.008459 0.404819 0.066 -0.217 0.045 -0.112
C -4.231178 -0.693490 -0.693768 -0.020 0.017 0.043 -0.264
N -5.224871 0.144456 -1.345345 -0.065 0.027 0.105 0.002
N -1.334648 -0.253900 -1.120050 0.215 -0.092 0.752 0.118
H 1.652332 0.681394 2.274659 0.048 -0.022 -0.049 0.082
H 2.649571 2.100793 2.529578 -0.011 0.036 -0.007 0.100
H 1.034520 2.296569 1.837451 0.008 -0.008 -0.025 0.089
H 2.149825 2.131445 -1.499525 0.001 0.033 0.005 0.084
H 0.798342 2.548760 -0.402427 0.003 -0.112 -0.060 0.087
H 2.329841 3.419247 -0.339733 -0.028 0.006 0.030 0.105
H 2.556364 -1.433608 -1.126338 0.076 0.011 0.030 0.140
H 3.019159 -0.004622 -2.016682 -0.089 0.072 -0.018 0.147
H 0.727881 0.342877 -2.412134 -0.046 0.023 0.042 0.176
H 1.022222 -1.431136 0.749638 0.005 -0.054 -0.002 0.150
H -0.816899 -0.585078 2.100088 0.018 -0.047 -0.003 0.131
H -1.608867 -1.964171 1.339585 -0.042 -0.015 -0.222 0.134
H -1.478322 0.976025 0.535213 -0.028 0.008 0.019 0.140
H -3.709491 1.047838 0.475091 -0.030 -0.006 -0.053 0.112
H -3.631044 -0.448400 1.368088 -0.009 0.142 0.059 0.117
H -3.585998 -1.112121 -1.471022 0.000 -0.011 0.015 0.087
H -4.752368 -1.541546 -0.251858 0.046 -0.061 -0.065 0.116
H -6.142035 0.034068 -0.936602 0.024 0.021 0.012 0.073
H -4.990602 1.127723 -1.316693 0.042 -0.033 -0.103 0.067
H -1.725247 -1.152082 -1.416264 -0.159 0.242 -0.409 0.131
O 5.610318 -2.822134 0.601111 0.049 0.047 -0.078 -0.054
H 4.967767 -3.459379 0.278028 0.000 -0.007 0.048 0.027
H 5.111552 -2.020270 0.789969 -0.102 -0.015 0.043 -0.006
```
Forces are in eV/Å.

Summary:
total charge: +1
gap between HOMO and LUMO: 9.149 eV
multiplicity: 1

---

2.
Computed, not measured: a molecular structure, C10H14BN7O2Sr at a distorted geometry, with ωB97M-V/def2-TZVPD.

Geometry as XYZ:
```
35
Properties=species:S:1:pos:R:3:forces:R:3:lowdin_charge:R:1
C -0.516424 2.516949 1.545466 -1.444 -1.127 0.012 -0.162
N -0.716605 1.344975 0.896209 0.437 -0.109 1.205 -0.125
N -1.758650 0.693548 1.547035 0.748 0.566 -0.686 -0.024
C -2.267899 1.510952 2.499414 0.734 0.090 -0.510 -0.037
C -1.517520 2.680926 2.512471 0.022 0.139 0.416 -0.036
B -2.318383 -0.714854 1.133183 -0.796 1.197 -0.583 -0.456
N -2.290905 -0.773557 -0.431218 0.774 0.624 -0.694 -0.020
N -1.313621 -0.187534 -1.229418 -0.488 -0.914 -0.338 -0.127
C -1.683525 -0.388998 -2.517045 -0.894 -0.496 1.630 -0.161
C -2.918048 -1.051025 -2.545807 -0.088 -0.071 -0.129 -0.029
C -3.275524 -1.263979 -1.219675 0.834 0.248 -0.274 -0.034
Sr 0.394920 1.664740 -1.358382 -1.944 0.887 2.286 1.637
N -1.657085 -1.933266 1.861885 -1.391 -1.311 1.514 0.017
N -0.345018 -2.265321 1.646416 1.087 -1.222 0.861 0.170
C -0.060619 -3.297965 2.448070 -0.508 0.527 -0.278 -0.051
C -1.215252 -3.681304 3.178105 2.074 -0.830 0.009 0.103
C -2.209200 -2.789577 2.770204 -0.613 3.235 -2.476 0.070
H 0.920732 -3.740383 2.502638 0.007 0.066 -0.157 0.128
H -3.247474 -2.702338 3.055536 0.039 -0.017 0.013 0.155
H -1.297453 -4.481184 3.890593 -0.097 -0.111 0.106 0.138
H -3.471759 -0.769320 1.484693 0.174 0.002 -0.026 0.123
H -4.151174 -1.723203 -0.775742 0.173 0.059 -0.195 0.138
H -3.125213 1.201044 3.088155 0.226 0.164 -0.125 0.138
H -3.467326 -1.345540 -3.419057 -0.133 -0.033 -0.068 0.110
H -1.685823 3.540736 3.138912 0.067 -0.068 0.075 0.111
H -1.028187 -0.098693 -3.334172 -0.318 -0.033 0.039 0.098
H 0.333606 3.155733 1.306025 -0.334 0.014 -0.019 0.099
H 0.880820 -0.734074 -1.990823 0.269 0.512 -0.124 0.040
C 1.573881 -0.135522 -2.613947 0.346 -0.717 -1.147 -0.137
H 1.842944 -0.798904 -3.435607 0.260 0.097 0.085 0.081
H 1.077380 0.731999 -3.122410 0.825 -1.293 -0.452 -0.012
H 2.485368 0.166672 -2.066901 -0.414 -0.180 -0.517 0.038
O 2.601479 2.873923 -0.439074 3.533 -1.917 2.331 -0.046
N 3.197452 1.878911 0.094151 -6.871 -0.729 -3.587 0.067
O 2.609665 0.766001 -0.005667 3.701 2.750 1.802 -0.005
```
Forces are in eV/Å.

Summary:
total charge: +2
gap between HOMO and LUMO (spin up / spin down): 5.050 / 3.787 eV
multiplicity: 1

---

3.
Computed, not measured: C6H12N2 in the gas phase at a distorted geometry, with ωB97M-V/def2-TZVPD.

Geometry as XYZ:
```
20
Properties=species:S:1:pos:R:3:forces:R:3:lowdin_charge:R:1
C -3.116636 0.378630 0.447906 -1.190 -0.584 -0.562 -0.089
C -2.443573 -0.322384 -0.722426 0.053 -1.023 -1.372 -0.195
C 0.419161 -0.812600 0.602813 -1.023 -0.887 1.140 -0.153
C 1.332295 -0.164144 -0.378307 -0.209 0.611 -1.353 -0.456
C 2.710237 -0.680325 -0.088884 1.058 -2.984 -0.710 -0.106
C 1.253292 1.330783 -0.177703 -0.108 1.543 2.191 -0.083
H -4.220285 0.697855 0.192440 2.105 -1.140 0.695 0.109
H -2.934161 -0.193003 1.387127 -0.746 -0.025 -0.708 0.076
H -2.634969 1.288826 0.685865 0.743 1.279 -0.052 0.036
H -2.906570 -0.313319 -1.742743 0.124 0.323 1.131 0.104
H 0.840899 -0.920910 1.667587 -0.726 -0.082 -1.616 0.143
H 0.995099 -0.427788 -1.415476 0.382 0.094 0.844 0.143
H 2.956402 -0.722854 0.979039 -0.115 0.358 -0.138 0.075
H 2.663665 -1.778055 -0.407437 0.303 1.115 0.567 0.104
H 3.593991 -0.312567 -0.639733 -0.752 0.479 0.126 0.084
H 0.504877 1.889884 -0.727953 -0.250 -0.308 -0.341 0.069
H 2.192544 1.905642 -0.248373 -0.122 -0.593 -0.371 0.079
H 0.966575 1.471349 0.908214 0.254 0.170 -0.912 0.092
N -1.391385 -1.082663 -0.740665 -1.548 1.404 -1.085 -0.021
N -0.781465 -1.232361 0.418703 1.766 0.249 2.525 -0.010
```
Forces are in eV/Å.

Summary:
total charge: 0
gap between HOMO and LUMO: 9.902 eV
SMILES: C/C=N\N=C/C(C)C
multiplicity: 1

---

| no. | total energy (eV) |
| --- | --- |
| 1 | -21228.985 |
| 2 | -26615.333 |
| 3 | -9394.557 |